A 9-piece molecular cluster, C18H57N3O12 overall in a non-equilibrium geometry. Source: the OMol25 dataset; level of theory: ωB97M-V/def2-TZVPD.

Positions of all 90 atoms, in Å:
C: -3.308 2.966 -4.100
O: -3.508 1.619 -3.795
C: -3.288 1.350 -2.426
C: -1.825 1.371 -1.929
C: -1.138 0.190 -2.641
N: -1.754 1.175 -0.498
H: -4.113 3.591 -3.697
H: -3.376 3.160 -5.177
H: -2.296 3.250 -3.811
H: -3.808 2.108 -1.806
H: -3.708 0.366 -2.214
H: -1.300 2.232 -2.339
H: -1.678 -0.746 -2.495
H: -0.088 0.009 -2.407
H: -1.232 0.414 -3.710
H: -2.149 0.261 -0.233
H: -2.443 1.748 0.009
C: 3.045 -6.185 0.760
O: 3.358 -4.949 0.113
C: 2.272 -4.490 -0.643
C: 2.746 -3.702 -1.831
C: 3.670 -2.560 -1.421
N: 1.550 -3.205 -2.573
H: 2.887 -7.024 0.067
H: 2.127 -6.063 1.355
H: 3.873 -6.472 1.407
H: 1.630 -5.286 -1.044
H: 1.610 -3.907 0.011
H: 3.356 -4.361 -2.457
H: 3.353 -1.790 -0.697
H: 4.134 -2.002 -2.241
H: 4.523 -2.908 -0.800
H: 1.840 -2.585 -3.324
H: 1.089 -2.563 -1.921
C: -4.333 0.311 4.722
O: -3.456 1.193 4.076
C: -2.115 0.712 4.031
C: -1.161 1.807 3.710
C: 0.186 1.245 3.283
N: -1.027 2.799 4.762
H: -4.136 0.274 5.800
H: -4.310 -0.690 4.274
H: -5.343 0.705 4.598
H: -1.809 0.244 4.986
H: -2.035 -0.090 3.278
H: -1.516 2.288 2.780
H: 0.923 2.051 3.209
H: 0.150 0.746 2.328
H: 0.603 0.572 4.042
H: -1.044 3.756 4.416
H: -1.847 2.821 5.371
O: 5.136 2.086 -2.320
C: 4.258 1.319 -1.518
C: 4.047 1.960 -0.177
O: 5.075 1.657 0.778
H: 5.266 1.656 -3.167
H: 3.323 1.316 -2.088
H: 4.603 0.294 -1.351
H: 3.117 1.514 0.204
H: 3.902 3.039 -0.261
H: 5.398 2.490 1.125
O: -4.436 -3.922 -0.954
C: -3.298 -3.286 -1.550
C: -2.552 -2.503 -0.497
O: -3.408 -1.404 -0.094
H: -4.242 -4.859 -0.908
H: -2.753 -4.051 -2.106
H: -3.654 -2.522 -2.246
H: -1.594 -2.081 -0.778
H: -2.335 -3.036 0.440
H: -4.111 -1.723 0.478
O: 0.070 3.532 0.371
C: 0.915 4.064 -0.633
C: 0.218 5.249 -1.285
O: -0.880 4.815 -2.105
H: -0.431 2.761 0.054
H: 1.846 4.449 -0.197
H: 1.215 3.351 -1.411
H: 0.927 5.842 -1.886
H: -0.072 5.948 -0.490
H: -0.760 5.204 -2.973
O: 2.733 -0.320 2.400
H: 3.335 -1.034 2.142
H: 3.242 0.220 3.017
O: -0.305 -2.374 2.656
H: -0.272 -1.873 1.817
H: 0.610 -2.632 2.823
O: 0.567 -0.651 0.372
H: 1.303 -0.488 0.994
H: 0.216 0.236 0.165

Computed properties:
* orbital gap: 9.22 eV
* E_HOMO: -8.87 eV
* relative energy (zero: lowest compared OMol25 entry of this formula, charge and spin): 5.48 kcal per mole
* F_max: 2.536 eV Å⁻¹

---

C6H10F5LiO as an isolated structure in a non-equilibrium geometry. Source: the OMol25 dataset; level of theory: ωB97M-V/def2-TZVPD.

Positions of all 23 atoms, in Å:
Li: -0.729 -0.239 -0.043
C: 0.659 -2.336 1.087
C: 1.701 -1.307 0.740
O: 1.194 -0.305 -0.145
C: 2.061 0.799 -0.402
C: 1.188 2.011 -0.683
H: -0.307 -2.178 0.575
H: 0.385 -2.286 2.125
H: 1.039 -3.393 0.910
H: 2.571 -1.758 0.236
H: 2.136 -0.939 1.681
H: 2.661 0.530 -1.275
H: 2.796 0.935 0.464
H: 1.801 2.926 -0.493
H: 0.294 2.015 -0.078
H: 0.954 2.108 -1.752
F: -2.859 0.742 -2.224
C: -2.245 0.895 -1.044
F: -2.267 2.233 -0.676
C: -3.093 0.081 -0.003
F: -2.835 -1.231 -0.145
F: -4.418 0.318 -0.090
F: -2.688 0.379 1.235

Computed properties:
* orbital gap: 7.42 eV
* E_HOMO: -7.23 eV
* relative energy (zero: lowest compared OMol25 entry of this formula, charge and spin): 14.44 kcal per mole
* F_max: 3.749 eV Å⁻¹

---

A 2-piece molecular cluster, C9H19F3NO5S overall in a non-equilibrium geometry. Source: the OMol25 dataset; level of theory: ωB97M-V/def2-TZVPD.

Positions of all 38 atoms, in Å:
O: 3.339 -3.088 -0.952
S: 2.861 -1.695 -1.483
O: 3.328 -0.439 -0.688
O: 2.741 -1.489 -3.197
C: 1.341 -1.160 -3.624
C: 0.428 -0.942 -2.271
C: -1.048 -1.716 -2.183
C: -2.293 -0.820 -2.761
C: -3.682 -1.665 -2.378
F: -3.384 -3.016 -1.795
F: -4.450 -0.873 -1.357
F: -4.462 -1.838 -3.627
O: 1.177 -1.704 -1.216
H: 1.501 -0.232 -4.346
H: 0.996 -2.131 -4.186
H: 0.473 0.164 -1.837
H: -1.231 -1.873 -1.014
H: -0.959 -2.788 -2.644
H: -2.376 0.207 -2.189
H: -2.189 -0.683 -3.927
C: 1.348 1.709 4.004
C: 0.044 1.060 3.552
C: 0.116 0.486 2.128
O: 0.044 1.554 1.174
C: 1.309 1.943 0.642
N: -1.021 2.113 3.554
H: 1.560 2.633 3.463
H: 1.301 1.956 5.069
H: 2.190 1.023 3.859
H: -0.257 0.288 4.268
H: -0.775 -0.131 1.960
H: 0.987 -0.160 1.980
H: 2.033 1.124 0.631
H: 1.702 2.782 1.222
H: 1.155 2.287 -0.385
H: -0.996 2.724 4.375
H: -1.958 1.701 3.476
H: -0.896 2.689 2.703

Computed properties:
* orbital gap: 10.11 eV
* E_HOMO: -13.55 eV
* F_max: 6.815 eV Å⁻¹
* net charge: +1